(1)
Computed, not measured: a molecular structure, C21H17ClIrN5O4Se in a non-equilibrium geometry, with ωB97M-V/def2-TZVPD.

Each line ends with the natural charge from an NBO analysis.
CARTESIAN COORDINATES (ANGSTROEM)
Ir: -1.38728 -0.21133 -0.35529  0.985
O: -2.73784 1.25194 5.10814  -0.629
C: -3.25104 0.08053 4.74644  0.774
O: -4.01554 -0.53582 5.41363  -0.484
C: -2.81478 -0.47965 3.41058  -0.198
C: -3.14980 -1.76800 2.94319  0.198
Cl: -4.04695 -2.96949 3.67678  0.246
N: -2.61601 -1.92567 1.69692  -0.172
N: -1.98834 -0.79440 1.37665  -0.287
C: -2.09537 0.08923 2.36554  0.071
C: -1.40624 1.36615 2.02001  0.760
O: -1.17764 2.25067 2.78822  -0.502
O: -0.99635 1.42312 0.72577  -0.710
C: -2.49364 -2.95742 0.71348  0.216
C: -2.45090 -4.28952 1.05443  -0.221
C: -2.21626 -5.24009 0.05803  -0.102
C: -1.99314 -4.86683 -1.25735  -0.186
C: -2.01723 -3.52331 -1.60331  -0.127
C: -2.27838 -2.56193 -0.62965  -0.353
H: -2.15342 1.66857 4.45584  0.504
H: -2.57641 -4.60166 2.08040  0.267
H: -2.19461 -6.28653 0.33259  0.265
H: -1.81699 -5.61769 -2.01506  0.265
H: -1.88580 -3.22115 -2.63387  0.248
H: -2.61023 -1.59044 -1.08637  0.211
C: 3.60502 -0.52789 -1.91132  -0.425
N: 3.03399 0.53927 -1.07404  -0.318
C: 1.87745 0.50290 -0.37827  0.241
Se: 0.78143 -1.01028 -0.25820  0.496
N: 1.76118 1.65849 0.31734  -0.513
C: 2.84119 2.45373 0.08618  0.305
C: 3.18603 3.72114 0.56570  -0.248
C: 4.38553 4.20832 0.12347  -0.068
C: 5.23211 3.47010 -0.77341  -0.039
C: 4.89554 2.22814 -1.25434  -0.245
C: 3.67524 1.72454 -0.81006  0.213
H: 2.85736 -1.29855 -2.07754  0.245
H: 4.47038 -0.95508 -1.40806  0.259
H: 3.90213 -0.10127 -2.86625  0.254
H: 0.95496 1.89783 0.88818  0.488
H: 2.55215 4.27462 1.24485  0.277
H: 4.72143 5.18127 0.45717  0.274
H: 6.17115 3.91781 -1.07154  0.272
H: 5.54589 1.68015 -1.92169  0.275
C: -1.38418 2.24638 -4.27552  -0.750
C: -1.25322 1.39954 -3.10702  0.569
N: -1.17676 0.73095 -2.17854  -0.507
H: -0.60931 1.99566 -5.00052  0.298
H: -1.29189 3.29087 -3.97669  0.300
H: -2.36461 2.08204 -4.72559  0.310

## Properties
HOMO (spin up / spin down) ... -17.567 / -17.565 eV
E_LUMO (spin up / spin down) ... -11.316 / -13.272 eV
Orbital gap (spin up / spin down) ... 6.25 / 4.29 eV
Total charge ... +3
Spin multiplicity ... 2

=====

(2)
Computed, not measured: a gas-phase ion, C43H74N17O6 (charge +1) in a non-equilibrium geometry, with ωB97M-V/def2-TZVPD.

Each line ends with the natural charge from an NBO analysis.
CARTESIAN COORDINATES (ANGSTROEM)
C: 7.02504 4.11523 1.99621  -0.199
C: 6.13977 4.21087 1.19653  -0.056
C: 5.00998 4.27874 0.28086  -0.146
O: 3.94031 3.42787 0.66460  -0.545
C: 3.26616 3.80881 1.84798  -0.100
H: 2.78920 2.90079 2.22521  0.219
C: 2.19510 4.87519 1.59594  -0.094
H: 1.77354 5.18539 2.55930  0.189
H: 2.63083 5.75679 1.10524  0.172
O: 1.20026 4.30957 0.76317  -0.571
C: 0.34379 5.22054 0.10334  -0.103
H: 0.93784 5.95751 -0.45613  0.171
H: -0.22446 4.59924 -0.59347  0.227
C: -0.61548 5.97708 1.03604  -0.089
H: -1.11032 6.76448 0.44890  0.177
H: -0.05538 6.45012 1.84715  0.191
O: -1.56774 5.15991 1.66528  -0.550
C: -2.65125 4.77805 0.83583  -0.074
H: -3.13869 5.67470 0.42532  0.168
H: -2.30506 4.14949 0.00853  0.195
C: -3.65082 3.99986 1.69008  -0.241
N: -3.07658 2.77340 2.17087  -0.570
H: 2.49603 1.29149 0.12759  0.458
C: -3.57612 1.55176 1.95114  0.634
N: -4.65643 1.42664 1.17791  -0.652
C: -5.10145 0.17916 1.03311  0.635
N: -6.26315 0.00330 0.35674  -0.406
C: -6.61567 -1.30426 -0.14639  -0.224
C: -6.51183 -1.28124 -1.68546  -0.247
N: -5.58772 -0.23592 -2.09078  -0.423
C: -4.29564 -0.57135 -2.27424  0.690
O: -3.87205 -1.69800 -2.09289  -0.635
C: -3.36784 0.51493 -2.84428  -0.137
N: -2.45243 0.96783 -1.83172  -0.169
C: -1.63599 0.22659 -1.05716  -0.039
C: -0.78962 1.14863 -0.47394  0.116
N: -1.15521 2.37058 -0.91534  -0.296
N: -2.14373 2.24924 -1.72187  -0.067
C: 0.42770 0.92328 0.35115  -0.129
N: 1.55933 1.67586 -0.23092  -0.815
H: 1.59710 1.60462 -1.31162  0.448
H: 1.47530 2.66790 0.04452  0.451
C: 0.24914 1.31950 1.82399  -0.095
O: 1.34262 0.88517 2.59294  -0.749
H: 1.32600 -0.08475 2.62594  0.500
H: -0.69952 0.90995 2.19580  0.209
H: 0.21648 2.40843 1.90290  0.199
H: 0.66681 -0.14228 0.31811  0.218
H: -1.71557 -0.83675 -0.99215  0.246
H: -3.91442 1.39591 -3.18616  0.240
C: -2.59395 -0.07868 -4.03965  -0.387
H: -2.17606 -1.04310 -3.74731  0.229
C: -1.48416 0.85526 -4.53921  -0.405
C: -0.11188 0.51603 -3.94350  -0.414
H: -0.22327 0.08577 -2.94920  0.204
H: 0.37726 -0.24290 -4.55625  0.211
C: 0.79880 1.73607 -3.82470  -0.213
N: 1.89335 1.45718 -2.88652  -0.857
H: 2.15901 0.47331 -2.94411  0.409
H: 2.70271 2.02716 -3.10730  0.372
H: 1.16936 2.01671 -4.81794  0.183
H: 0.23557 2.58718 -3.42638  0.190
H: -1.74624 1.88502 -4.28385  0.208
H: -1.42742 0.79944 -5.62625  0.217
H: -3.32330 -0.25980 -4.83011  0.222
C: -6.08945 1.09763 -1.81630  -0.234
C: -6.79563 1.08034 -0.43606  -0.226
H: -7.86977 0.91543 -0.54578  0.203
H: -6.62236 2.01851 0.08834  0.251
H: -5.26710 1.80881 -1.77354  0.221
H: -6.78902 1.39971 -2.60300  0.204
H: -7.47824 -1.06145 -2.14470  0.201
H: -6.13990 -2.23323 -2.06329  0.249
H: -5.91535 -2.01814 0.28506  0.248
H: -7.63304 -1.55766 0.16641  0.202
N: -4.53242 -0.90577 1.55755  -0.646
C: -3.47793 -0.66301 2.33580  0.636
N: -2.92743 -1.71790 2.97436  -0.420
C: -3.30742 -3.07514 2.69898  -0.226
H: -3.60390 -3.56584 3.63204  0.195
H: -4.16075 -3.05608 2.02271  0.264
C: -2.11580 -3.82378 2.04896  -0.225
N: -0.87924 -3.22545 2.51247  -0.419
C: 0.13486 -2.77745 1.76031  0.702
O: 0.94725 -1.96893 2.19455  -0.691
C: 0.30982 -3.37184 0.34940  -0.088
N: 1.34998 -2.62756 -0.30497  -0.180
C: 2.56680 -2.29444 0.17321  -0.070
C: 3.04505 -1.35939 -0.72202  0.127
N: 2.11003 -1.20396 -1.68276  -0.300
N: 1.10368 -1.95532 -1.42273  -0.072
C: 4.24340 -0.47703 -0.59704  -0.099
N: 3.90402 0.51356 0.43684  -0.823
H: 4.61532 1.23352 0.50858  0.395
H: 3.81923 0.06492 1.34434  0.378
C: 5.51931 -1.26448 -0.27371  -0.389
H: 5.41102 -1.70724 0.72058  0.199
H: 6.35888 -0.56553 -0.23530  0.210
C: 5.83965 -2.37841 -1.27768  -0.220
C: 6.06234 -1.82714 -2.68404  -0.611
H: 5.14440 -1.41340 -3.09395  0.204
H: 6.82493 -1.05147 -2.67300  0.203
H: 6.39618 -2.62197 -3.34611  0.219
C: 7.07568 -3.14419 -0.81044  -0.599
H: 7.94127 -2.48615 -0.78561  0.205
H: 6.92637 -3.55249 0.18670  0.206
H: 7.29193 -3.96691 -1.48694  0.215
H: 4.99175 -3.07254 -1.30903  0.196
H: 4.36788 0.07462 -1.53313  0.209
H: 2.98676 -2.70861 1.06136  0.250
H: -0.58791 -3.19167 -0.25410  0.248
C: 0.58477 -4.89376 0.38042  -0.205
C: 0.72862 -5.40544 -1.05160  -0.617
H: -0.15681 -5.16778 -1.63651  0.218
H: 0.85829 -6.48319 -1.05575  0.224
H: 1.59079 -4.95658 -1.54012  0.213
C: 1.80396 -5.25454 1.23933  -0.413
C: 1.79091 -6.71647 1.67156  -0.600
H: 2.65590 -6.92868 2.29434  0.221
H: 0.89447 -6.93977 2.24577  0.203
H: 1.82368 -7.38024 0.81235  0.209
H: 2.71942 -5.06054 0.67708  0.205
H: 1.81391 -4.63053 2.13663  0.201
H: -0.29473 -5.36305 0.83035  0.213
C: -0.95525 -2.76173 3.88839  -0.242
H: 0.04627 -2.49691 4.22709  0.250
C: -1.88899 -1.54910 3.96341  -0.215
H: -2.32271 -1.46798 4.96810  0.201
H: -1.35906 -0.62212 3.74299  0.241
H: -1.33029 -3.58897 4.49477  0.204
H: -2.18265 -3.74355 0.96479  0.213
H: -2.15078 -4.88276 2.32800  0.205
N: -2.93998 0.53589 2.54991  -0.641
H: -2.25783 2.84017 2.75330  0.414
H: -4.52789 3.74196 1.09651  0.238
H: -3.94950 4.62139 2.54115  0.202
H: 3.97637 4.17736 2.59711  0.197
H: 4.68059 5.32440 0.19487  0.201
H: 5.31836 3.92709 -0.70937  0.219
H: 7.82707 4.05547 2.67037  0.242

## Properties
HOMO ... -10.646 eV
E_LUMO ... -1.358 eV
Orbital gap ... 9.29 eV
Total charge ... +1